(1)
{
  "formula": "C20H31CdCl2N4O3",
  "method": "the ωB97M-V functional and the def2-TZVPD basis",
  "lumo_ev": [2.69, 2.12],
  "gap_ev": [5.1, 3.4],
  "mol_weight_g_mol": 558.8,
  "charge": -1,
  "e_above_lowest_ev": 0.940,
  "elements": ["O", "C", "C", "C", "H", "C", "H", "C", "H", "C", "H", "C", "H", "H", "C", "C", "H", "H", "H", "C", "C", "H", "H", "H", "H", "Cd", "Cl", "Cl", "H", "H", "C", "C", "N", "H", "C", "O", "H", "H", "H", "H", "H", "H", "C", "C", "N", "H", "C", "O", "H", "H", "H", "H", "N", "C", "C", "C", "N", "H", "H", "H", "H"],
  "coordinates": [[2.309, -0.099, -0.431], [2.947, 0.799, 0.163], [4.167, 1.378, -0.427], [4.615, 0.899, -1.679], [4.012, 0.141, -2.180], [5.789, 1.391, -2.244], [6.114, 0.996, -3.212], [6.520, 2.389, -1.572], [7.433, 2.767, -2.032], [6.075, 2.898, -0.336], [6.653, 3.685, 0.167], [4.889, 2.406, 0.224], [4.492, 2.802, 1.160], [2.567, 1.246, 1.092], [2.290, -1.588, 2.345], [0.939, -1.079, 2.195], [2.406, -2.128, 3.295], [3.046, -0.803, 2.277], [2.460, -2.283, 1.508], [-0.224, -1.229, 2.787], [-0.541, -2.251, 3.879], [-1.103, -0.638, 2.490], [0.354, -2.498, 4.473], [-0.915, -3.192, 3.443], [-1.320, -1.869, 4.553], [0.150, -0.500, -0.462], [0.837, -2.521, -1.845], [-0.146, 1.825, 0.501], [0.565, 1.185, -4.275], [0.206, -0.914, -5.459], [0.299, 0.638, -3.361], [-0.361, -1.369, -4.649], [-0.725, -0.348, -3.692], [-0.060, 1.347, -2.597], [-1.800, -0.543, -2.912], [-1.879, -0.163, -1.719], [-1.271, -1.842, -5.019], [-2.634, -1.077, -3.405], [1.207, 0.129, -2.989], [0.255, -2.128, -4.146], [-5.701, 2.326, 2.682], [-4.412, 4.142, 1.138], [-4.699, 1.981, 2.983], [-3.525, 3.723, 1.640], [-3.721, 2.314, 1.955], [-4.702, 0.895, 3.124], [-3.201, 1.345, 1.176], [-3.383, 0.134, 1.342], [-2.656, 3.804, 0.975], [-2.552, 1.750, 0.373], [-4.424, 2.491, 3.916], [-3.345, 4.291, 2.563], [-2.931, -1.853, -0.201], [-3.674, -2.974, -0.231], [-2.819, -4.009, 0.137], [-1.569, -3.405, 0.386], [-1.654, -2.082, 0.168], [-3.254, -0.905, -0.406], [-4.714, -2.933, -0.494], [-3.057, -5.043, 0.204], [-0.625, -3.851, 0.663]]
}


(2)
{
  "formula": "C2H3O3PS",
  "method": "the ωB97M-V functional and the def2-TZVPD basis",
  "lumo_ev": [5.50, 5.50],
  "gap_ev": [4.5, 4.5],
  "mol_weight_g_mol": 138.1,
  "charge": -2,
  "e_above_lowest_ev": 5.288,
  "elements": ["C", "C", "O", "O", "O", "P", "S", "H", "H", "H"],
  "coordinates": [[1.009, 0.001, -0.832], [-0.209, 0.420, -0.058], [0.287, -0.106, 2.225], [-2.198, 0.090, 1.839], [-0.937, -2.010, 1.022], [-0.950, -0.571, 1.420], [0.824, 1.717, -0.461], [1.951, -0.583, -0.436], [0.624, -0.113, -1.892], [-0.400, 1.153, -2.825]]
}


(3)
{
  "formula": "C22H35BrO2P2Zr",
  "method": "the ωB97M-V functional and the def2-TZVPD basis",
  "lumo_ev": -7.18,
  "gap_ev": 6.2,
  "mol_weight_g_mol": 564.6,
  "charge": 2,
  "e_above_lowest_ev": 0.000,
  "elements": ["P", "P", "C", "C", "H", "H", "H", "H", "C", "H", "H", "H", "C", "H", "H", "H", "C", "H", "H", "H", "C", "H", "H", "H", "Zr", "C", "C", "C", "C", "C", "C", "C", "C", "C", "H", "H", "H", "H", "H", "H", "H", "H", "H", "H", "H", "H", "H", "H", "H", "Br", "C", "C", "C", "C", "C", "C", "C", "O", "O", "H", "H", "H", "H"],
  "coordinates": [[-1.961, 0.425, 2.018], [1.867, -1.912, -0.152], [-1.343, -0.829, 0.706], [-0.113, -1.753, 0.742], [-1.560, -0.536, -0.411], [-2.195, -1.505, 0.796], [0.295, -1.744, 1.764], [-0.466, -2.763, 0.476], [2.129, -2.823, -1.764], [3.015, -3.484, -1.756], [2.264, -2.051, -2.544], [1.211, -3.406, -1.933], [2.506, -3.188, 0.920], [3.300, -3.745, 0.387], [1.635, -3.829, 1.114], [2.922, -2.748, 1.836], [-3.231, 1.510, 1.336], [-3.485, 2.208, 2.156], [-4.123, 0.935, 1.049], [-2.841, 2.096, 0.487], [-2.706, -0.556, 3.299], [-2.059, -1.397, 3.588], [-3.669, -0.950, 2.940], [-2.886, 0.093, 4.167], [-0.133, 0.589, -0.964], [-0.613, -1.031, -2.334], [-0.246, 0.193, -3.105], [-1.283, 0.899, -3.965], [-2.746, 0.845, -3.444], [-2.818, 0.794, -1.918], [-3.351, -0.296, -1.281], [-3.145, -1.682, -1.797], [-1.888, -1.850, -2.684], [-0.734, 1.620, 2.584], [0.237, -1.739, -2.247], [0.779, 0.192, -3.553], [-1.250, 0.562, -5.007], [-0.983, 1.946, -4.080], [-3.243, 1.776, -3.790], [-3.316, 0.016, -3.928], [-2.829, 1.790, -1.459], [-4.026, -0.186, -0.424], [-4.036, -2.012, -2.372], [-3.163, -2.340, -0.909], [-1.621, -2.917, -2.646], [-2.185, -1.612, -3.692], [0.039, 1.083, 3.159], [-1.191, 2.435, 3.170], [-0.282, 2.104, 1.693], [4.759, -0.508, 0.554], [4.491, 1.134, 1.507], [5.506, 1.662, 2.343], [5.363, 2.943, 2.880], [4.288, 3.737, 2.474], [3.321, 3.210, 1.608], [3.355, 1.905, 1.199], [2.124, 1.362, 0.526], [1.751, 1.686, -0.668], [1.340, 0.600, 1.180], [6.387, 1.068, 2.578], [6.113, 3.364, 3.575], [4.210, 4.773, 2.801], [2.514, 3.835, 1.211]]
}


(4)
{
  "formula": "C4H5NO3",
  "method": "the ωB97M-V functional and the def2-TZVPD basis",
  "lumo_ev": 0.41,
  "gap_ev": 8.3,
  "mol_weight_g_mol": 115.1,
  "e_above_lowest_ev": 3.541,
  "elements": ["C", "C", "C", "C", "N", "O", "O", "O", "H", "H", "H", "H", "H"],
  "coordinates": [[-0.914, 0.813, 0.723], [-1.350, 0.164, -0.384], [3.164, 1.371, -0.474], [-0.870, -1.208, -0.027], [-0.318, -0.608, 1.220], [3.514, 2.372, -0.897], [2.806, 0.372, -0.039], [-2.029, 0.483, -1.534], [-1.640, -1.958, 0.177], [-0.096, -1.657, -0.657], [0.698, -0.613, 1.287], [-0.724, -0.951, 2.088], [-2.242, 1.423, -1.485]]
}